# 1
Formula: C32H32F48O6PS2
Source: the OMol25 dataset
Level of theory: ωB97M-V/def2-TZVPD

ORCA input file:
```
! RIJCOSX wB97M-V def2-TZVPD def2/J DEFGRID3
* xyz 1 1
C -0.626 2.369 0.174
P 0.883 3.124 0.852
C 0.810 4.938 0.764
S 1.002 2.413 2.881
S -0.697 2.660 4.124
H -1.243 1.938 0.964
H -0.312 1.550 -0.467
H -1.231 3.088 -0.378
H 1.396 5.200 -0.120
H -0.188 5.351 0.624
H 1.313 5.389 1.619
H 1.872 3.279 3.435
H -1.667 2.445 3.221
C -1.164 10.511 1.480
C -2.152 11.245 0.561
C -3.427 10.505 0.151
F -3.141 9.385 -0.549
F -4.163 11.314 -0.638
F -1.500 11.689 -0.535
F -2.570 12.340 1.255
O -0.038 9.896 0.873
C -0.080 8.637 0.363
C 0.176 8.616 -1.146
F -0.738 9.349 -1.797
F 0.082 7.328 -1.577
F -1.222 7.993 0.691
F 0.937 7.929 0.934
H -0.727 11.293 2.098
H -1.675 9.837 2.167
H -4.021 10.241 1.031
H 1.173 9.003 -1.366
C -1.728 -1.210 5.439
C -2.715 -0.413 6.304
C -3.021 -0.937 7.711
F -3.590 -2.155 7.667
F -3.889 -0.086 8.302
F -3.857 -0.220 5.614
F -2.149 0.821 6.495
O -2.266 -2.092 4.475
C -2.593 -3.384 4.795
C -4.090 -3.664 4.624
F -4.811 -2.842 5.408
F -4.335 -4.939 4.992
F -2.144 -3.721 6.013
F -1.938 -4.182 3.901
H -1.213 -0.457 4.843
H -0.956 -1.691 6.041
H -2.109 -0.981 8.313
H -4.385 -3.517 3.582
C -4.141 0.487 -4.266
C -5.315 -0.460 -3.979
C -6.365 -0.017 -2.959
F -5.813 0.162 -1.738
F -7.302 -0.981 -2.856
F -4.821 -1.671 -3.633
F -5.976 -0.603 -5.157
O -2.907 0.210 -3.621
C -2.586 0.644 -2.375
C -2.378 -0.542 -1.425
F -3.495 -1.285 -1.356
F -2.093 -0.102 -0.171
F -3.476 1.534 -1.889
F -1.398 1.311 -2.481
H -3.908 0.329 -5.317
H -4.430 1.535 -4.177
H -6.849 0.909 -3.280
H -1.556 -1.175 -1.772
C -1.048 -3.215 -6.585
C 0.322 -3.455 -5.934
C 0.765 -4.901 -5.700
F -0.067 -5.543 -4.860
F 1.997 -4.887 -5.140
F 0.404 -2.753 -4.780
F 1.244 -2.925 -6.790
O -2.135 -2.898 -5.737
C -2.906 -3.872 -5.147
C -2.780 -3.830 -3.620
F -1.490 -4.009 -3.254
F -3.512 -4.830 -3.081
F -2.631 -5.097 -5.635
F -4.191 -3.603 -5.463
H -0.912 -2.312 -7.178
H -1.304 -4.002 -7.295
H 0.819 -5.446 -6.647
H -3.124 -2.879 -3.223
C 2.664 -3.460 1.201
C 2.624 -4.400 -0.015
C 2.377 -3.774 -1.392
F 1.175 -3.161 -1.450
F 2.393 -4.751 -2.320
F 1.740 -5.391 0.211
F 3.860 -4.979 -0.094
O 1.488 -3.362 1.992
C 0.487 -2.494 1.682
C -0.817 -3.221 1.347
F -0.636 -4.045 0.297
F -1.746 -2.297 0.989
F 0.846 -1.631 0.702
F 0.255 -1.731 2.789
H 3.390 -3.904 1.880
H 3.059 -2.482 0.948
H 3.162 -3.051 -1.631
H -1.197 -3.799 2.193
C 6.924 -3.805 0.504
C 6.541 -2.320 0.582
C 7.134 -1.371 -0.461
F 8.473 -1.322 -0.379
F 6.653 -0.123 -0.228
F 6.776 -1.856 1.824
F 5.177 -2.254 0.391
O 7.938 -4.265 1.370
C 9.268 -4.185 1.033
C 10.042 -3.279 1.997
F 9.521 -2.034 2.001
F 11.326 -3.202 1.591
F 9.436 -3.813 -0.250
F 9.786 -5.424 1.161
H 6.037 -4.339 0.839
H 7.090 -4.125 -0.525
H 6.841 -1.673 -1.471
H 10.001 -3.686 3.010
*
```

Calculated values
Orbital gap   0.315 Eh
Lowest unoccupied orbital energy   -4.386 eV

Mulliken atomic charge list, values in e, 99 entries: atom 1 (C): -0.67, atom 2 (P): 0.28, atom 3 (C): -0.97, atom 4 (S): 0.05, atom 5 (S): -0.15, atom 6 (H): 0.16, atom 7 (H): 0.19, atom 8 (H): 0.40, atom 9 (H): 0.36, atom 10 (H): 0.30, atom 11 (H): 0.40, atom 12 (H): 0.31, atom 13 (H): 0.25, atom 14 (C): -0.70, atom 15 (C): 0.86, atom 16 (C): 0.10, atom 17 (F): -0.22, atom 18 (F): -0.26, atom 19 (F): -0.26, atom 20 (F): -0.32, atom 21 (O): -0.38, atom 22 (C): 0.84, atom 23 (C): 0.21, atom 24 (F): -0.21, atom 25 (F): -0.23, atom 26 (F): -0.30, atom 27 (F): -0.34, atom 28 (H): 0.39, atom 29 (H): 0.33, atom 30 (H): 0.29, atom 31 (H): 0.25, atom 32 (C): -0.44, atom 33 (C): 0.89, atom 34 (C): 0.06, atom 35 (F): -0.22, atom 36 (F): -0.27, atom 37 (F): -0.28, atom 38 (F): -0.33, atom 39 (O): -0.15, atom 40 (C): 0.61, atom 41 (C): 0.26, atom 42 (F): -0.23, atom 43 (F): -0.27, atom 44 (F): -0.29, atom 45 (F): -0.35, atom 46 (H): 0.03, atom 47 (H): 0.42, atom 48 (H): 0.31, atom 49 (H): 0.26, atom 50 (C): -0.89, atom 51 (C): 1.05, atom 52 (C): -0.02, atom 53 (F): -0.20, atom 54 (F): -0.26, atom 55 (F): -0.25, atom 56 (F): -0.34, atom 57 (O): -0.32, atom 58 (C): 0.70, atom 59 (C): 0.41, atom 60 (F): -0.27, atom 61 (F): -0.15, atom 62 (F): -0.33, atom 63 (F): -0.35, atom 64 (H): 0.39, atom 65 (H): 0.29, atom 66 (H): 0.32, atom 67 (H): 0.15, atom 68 (C): -0.90, atom 69 (C): 0.98, atom 70 (C): 0.07, atom 71 (F): -0.21, atom 72 (F): -0.25, atom 73 (F): -0.16, atom 74 (F): -0.35, atom 75 (O): -0.28, atom 76 (C): 0.76, atom 77 (C): 1.15, atom 78 (F): -0.14, atom 79 (F): -0.30, atom 80 (F): -0.32, atom 81 (F): -0.29, atom 82 (H): 0.39, atom 83 (H): 0.31, atom 84 (H): 0.28, atom 85 (H): -0.60, atom 86 (C): -0.94, atom 87 (C): 1.09, atom 88 (C): 0.04, atom 89 (F): -0.16, atom 90 (F): -0.27, atom 91 (F): -0.26, atom 92 (F): -0.30, atom 93 (O): -0.40, atom 94 (C): 0.65, atom 95 (C): 0.34, atom 96 (F): -0.22, atom 97 (F): -0.11, atom 98 (F): -0.31, atom 99 (F): -0.27

***

# 2
Formula: C32H32F9N6O5P
Source: the OMol25 dataset
Level of theory: ωB97M-V/def2-TZVPD

ORCA input file:
```
! RIJCOSX wB97M-V def2-TZVPD def2/J DEFGRID3
* xyz 0 1
O 3.566 1.723 -1.245
C 2.758 1.832 -2.121
O 2.173 0.787 -2.733
N 2.327 3.084 -2.683
C 1.843 3.974 -1.585
C 0.642 4.874 -1.958
C -0.137 4.646 -3.244
F 0.645 4.733 -4.344
F -1.038 5.677 -3.323
C -1.007 3.353 -3.412
F -2.027 3.652 -4.266
F -0.297 2.358 -3.973
C -1.700 2.856 -2.129
F -0.786 2.318 -1.291
F -2.277 3.914 -1.517
C -2.838 1.800 -2.386
F -2.873 0.962 -1.348
F -4.015 2.402 -2.472
F -2.626 1.087 -3.489
P 3.518 3.865 -3.632
O 3.465 5.321 -3.511
O 3.213 3.307 -5.096
O 4.956 3.298 -3.270
H 2.153 0.055 -2.088
H 2.659 4.623 -1.264
H 1.596 3.357 -0.719
H -0.055 4.897 -1.120
H 1.033 5.890 -2.071
H 2.534 2.617 -5.094
H 5.091 2.368 -3.496
C -1.018 -0.991 1.572
C -1.226 -1.248 0.227
C -0.121 -1.391 -0.593
N 1.136 -1.291 -0.165
C 1.324 -1.048 1.133
C 0.283 -0.893 2.038
H -1.856 -0.860 2.246
H -2.221 -1.325 -0.188
H -0.243 -1.584 -1.655
H 2.355 -0.964 1.453
H 0.490 -0.686 3.078
C -1.873 2.529 5.431
C -2.081 2.261 4.087
C -0.977 2.098 3.264
N 0.282 2.186 3.690
C 0.469 2.444 4.983
C -0.567 2.620 5.889
H -2.714 2.660 6.100
H -3.082 2.177 3.684
H -1.099 1.884 2.207
H 1.503 2.512 5.305
H -0.353 2.826 6.929
C -0.223 -5.765 -3.331
C -0.054 -4.633 -2.550
C 0.474 -4.778 -1.275
N 0.825 -5.955 -0.757
C 0.654 -7.033 -1.519
C 0.140 -6.995 -2.806
H -0.629 -5.691 -4.331
H -0.324 -3.654 -2.923
H 0.628 -3.919 -0.635
H 0.946 -7.976 -1.069
H 0.029 -7.905 -3.379
C -7.367 4.845 5.826
C -6.374 4.898 4.861
C -5.224 4.148 5.056
N -5.018 3.378 6.123
C -5.980 3.339 7.043
C -7.167 4.048 6.942
H -8.279 5.415 5.711
H -6.484 5.508 3.975
H -4.424 4.166 4.324
H -5.787 2.707 7.903
H -7.914 3.976 7.720
C 4.677 -7.587 -2.678
C 4.067 -7.793 -1.451
C 4.661 -8.676 -0.561
N 5.786 -9.341 -0.819
C 6.359 -9.132 -2.003
C 5.849 -8.269 -2.962
H 4.246 -6.905 -3.399
H 3.154 -7.280 -1.188
H 4.215 -8.862 0.410
H 7.273 -9.686 -2.189
H 6.360 -8.138 -3.906
*
```

Calculated values
Orbital gap   0.365 Eh
Lowest unoccupied orbital energy   0.320 eV

Mulliken atomic charges, in units of e: atom 1 (O): -0.52, atom 2 (C): 0.13, atom 3 (O): -0.46, atom 4 (N): 0.69, atom 5 (C): -1.27, atom 6 (C): -0.82, atom 7 (C): 0.62, atom 8 (F): -0.26, atom 9 (F): -0.33, atom 10 (C): 0.75, atom 11 (F): -0.32, atom 12 (F): -0.25, atom 13 (C): 0.50, atom 14 (F): -0.14, atom 15 (F): -0.31, atom 16 (C): 0.49, atom 17 (F): -0.21, atom 18 (F): -0.25, atom 19 (F): -0.25, atom 20 (P): 0.86, atom 21 (O): -0.66, atom 22 (O): -0.55, atom 23 (O): -0.53, atom 24 (H): 0.31, atom 25 (H): 0.48, atom 26 (H): 0.66, atom 27 (H): 0.37, atom 28 (H): 0.54, atom 29 (H): 0.40, atom 30 (H): 0.34, atom 31 (C): -0.24, atom 32 (C): -0.60, atom 33 (C): -0.21, atom 34 (N): -0.52, atom 35 (C): -0.52, atom 36 (C): -0.34, atom 37 (H): 0.48, atom 38 (H): 0.47, atom 39 (H): 0.62, atom 40 (H): 0.44, atom 41 (H): 0.42, atom 42 (C): -0.09, atom 43 (C): -0.76, atom 44 (C): -0.38, atom 45 (N): -0.38, atom 46 (C): -0.32, atom 47 (C): -0.51, atom 48 (H): 0.52, atom 49 (H): 0.42, atom 50 (H): 0.79, atom 51 (H): 0.37, atom 52 (H): 0.38, atom 53 (C): -0.55, atom 54 (C): -0.16, atom 55 (C): -0.15, atom 56 (N): -0.54, atom 57 (C): -0.43, atom 58 (C): -0.35, atom 59 (H): 0.40, atom 60 (H): 0.32, atom 61 (H): 0.53, atom 62 (H): 0.54, atom 63 (H): 0.41, atom 64 (C): -0.12, atom 65 (C): -0.73, atom 66 (C): 0.03, atom 67 (N): -0.23, atom 68 (C): -0.17, atom 69 (C): -0.58, atom 70 (H): 0.38, atom 71 (H): 0.36, atom 72 (H): 0.31, atom 73 (H): 0.37, atom 74 (H): 0.35, atom 75 (C): -0.35, atom 76 (C): -0.16, atom 77 (C): -0.35, atom 78 (N): -0.55, atom 79 (C): -0.24, atom 80 (C): -0.35, atom 81 (H): 0.39, atom 82 (H): 0.51, atom 83 (H): 0.38, atom 84 (H): 0.34, atom 85 (H): 0.36

***

# 3
Formula: C32H32FeN8O3
Source: the OMol25 dataset
Level of theory: ωB97M-V/def2-TZVPD

ORCA input file:
```
! RIJCOSX wB97M-V def2-TZVPD def2/J DEFGRID3
* xyz 3 6
Fe 0.072 0.162 -0.116
C -2.564 -1.285 -0.162
N -2.109 0.113 0.096
C -2.695 0.980 -0.943
C -2.065 0.637 -2.256
C -2.685 0.910 -3.463
C -2.002 0.640 -4.639
C -0.722 0.116 -4.561
C -0.179 -0.137 -3.313
N -0.844 0.093 -2.178
C -2.538 0.568 1.434
C -1.678 -0.024 2.508
C -2.128 -0.165 3.812
C -1.255 -0.660 4.767
C 0.034 -1.006 4.386
C 0.399 -0.839 3.063
N -0.440 -0.359 2.143
C -1.571 -2.324 0.255
C -1.984 -3.566 0.706
C -1.031 -4.513 1.048
C 0.309 -4.175 0.942
C 0.640 -2.913 0.487
N -0.276 -2.004 0.128
H -2.727 -1.394 -1.235
H -3.529 -1.448 0.324
H -2.481 2.020 -0.689
H -3.784 0.864 -0.978
H -3.682 1.327 -3.479
H -2.460 0.839 -5.599
H -0.147 -0.102 -5.449
H 0.821 -0.530 -3.219
H -3.591 0.316 1.596
H -2.470 1.659 1.462
H -3.142 0.106 4.073
H -1.575 -0.780 5.793
H 0.743 -1.404 5.097
H 1.392 -1.111 2.724
H -3.040 -3.784 0.792
H -1.330 -5.489 1.403
H 1.091 -4.870 1.211
H 1.677 -2.625 0.407
O 4.229 -5.083 -4.726
C 4.814 -4.423 -3.721
O 5.910 -4.691 -3.336
C 4.017 -3.333 -3.039
C 4.749 -2.311 -2.437
C 4.106 -1.319 -1.721
C 2.718 -1.366 -1.568
C 1.978 -2.361 -2.200
C 2.635 -3.343 -2.929
N 2.055 -0.352 -0.778
C 2.717 0.046 0.256
C 2.350 1.196 1.092
C 3.357 1.864 1.774
C 3.016 2.978 2.537
C 1.686 3.350 2.610
C 0.736 2.608 1.919
N 1.058 1.559 1.176
H 3.409 -4.666 -5.017
H 5.826 -2.312 -2.540
H 4.686 -0.502 -1.313
H 0.905 -2.400 -2.098
H 2.052 -4.140 -3.376
H 3.654 -0.406 0.585
H 4.384 1.531 1.707
H 3.776 3.533 3.070
H 1.372 4.197 3.202
H -0.315 2.861 1.981
N 1.516 3.454 -2.515
C 0.514 3.239 -1.649
N -0.256 4.288 -1.310
O 0.315 2.099 -1.172
H 1.701 4.353 -2.927
H 2.075 2.672 -2.808
H -0.141 5.198 -1.726
H -1.026 4.154 -0.683
*
```

Calculated values
Orbital gap (spin up / spin down)   0.265 / 0.226 Eh
Expectation value of S²   8.759
Energy above the lowest of the compared OMol25 structures with the same formula, charge and spin   26.87 kcal per mole
Lowest unoccupied orbital energy (spin up / spin down)   -9.251 / -10.316 eV

Mulliken atomic charges, in units of e: atom 1 (Fe): 1.29, atom 2 (C): -1.36, atom 3 (N): 0.19, atom 4 (C): -1.22, atom 5 (C): 1.09, atom 6 (C): -1.11, atom 7 (C): -0.65, atom 8 (C): -1.11, atom 9 (C): -0.62, atom 10 (N): 0.80, atom 11 (C): -1.58, atom 12 (C): 0.90, atom 13 (C): -1.08, atom 14 (C): -0.57, atom 15 (C): -1.10, atom 16 (C): -0.32, atom 17 (N): 0.75, atom 18 (C): 0.86, atom 19 (C): -1.15, atom 20 (C): -0.76, atom 21 (C): -1.25, atom 22 (C): -0.38, atom 23 (N): 0.99, atom 24 (H): 0.53, atom 25 (H): 0.55, atom 26 (H): 0.38, atom 27 (H): 0.61, atom 28 (H): 0.57, atom 29 (H): 0.48, atom 30 (H): 0.55, atom 31 (H): 0.52, atom 32 (H): 0.63, atom 33 (H): 0.41, atom 34 (H): 0.59, atom 35 (H): 0.47, atom 36 (H): 0.52, atom 37 (H): 0.44, atom 38 (H): 0.58, atom 39 (H): 0.47, atom 40 (H): 0.55, atom 41 (H): 0.63, atom 42 (O): -0.45, atom 43 (C): 0.38, atom 44 (O): -0.48, atom 45 (C): 0.57, atom 46 (C): -1.09, atom 47 (C): -0.47, atom 48 (C): -0.11, atom 49 (C): 0.34, atom 50 (C): -1.35, atom 51 (N): 0.27, atom 52 (C): -0.22, atom 53 (C): 0.06, atom 54 (C): -0.83, atom 55 (C): -0.78, atom 56 (C): -0.92, atom 57 (C): -0.33, atom 58 (N): 0.72, atom 59 (H): 0.32, atom 60 (H): 0.50, atom 61 (H): 0.69, atom 62 (H): 0.67, atom 63 (H): 0.43, atom 64 (H): 0.78, atom 65 (H): 0.60, atom 66 (H): 0.50, atom 67 (H): 0.51, atom 68 (H): 0.45, atom 69 (N): -0.43, atom 70 (C): 0.46, atom 71 (N): -0.38, atom 72 (O): -0.26, atom 73 (H): 0.21, atom 74 (H): 0.17, atom 75 (H): 0.21, atom 76 (H): 0.18